A 2-piece molecular cluster, C4H10N2O overall, computed with ωB97M-V/def2-TZVPD.

Cartesian coordinates (Å):
C -0.00166 -2.08913 0.05594
C 0.74473 -0.82103 0.38375
N 1.29547 -0.79032 1.62184
O 1.22684 -0.05712 -0.51924
H 1.86557 0.00876 1.84945
H 0.83196 -1.25879 2.38235
H -0.81658 -2.24157 0.76291
H -0.41202 -2.03109 -0.94784
H 0.69011 -2.93089 0.11609
C -0.55751 1.93572 -1.42903
C -0.36616 1.38036 -0.05624
N -1.17664 0.56620 0.57264
H -1.84967 0.13739 -0.06195
H 0.28958 1.96835 0.58391
H -1.25903 1.33474 -2.00742
H -0.90729 2.96737 -1.35995
H 0.40230 1.92105 -1.94719

Atomic forces in eV per Å
-0.60 0.47 0.09
3.79 0.13 -2.23
-0.54 0.19 0.07
-0.72 -2.21 1.77
-0.08 0.00 -0.04
-0.01 0.05 0.00
-0.02 -0.10 0.05
0.05 0.05 -0.02
0.02 0.11 0.00
0.48 -0.53 -0.18
-3.56 0.29 1.48
0.87 1.56 -0.76
0.00 0.22 -0.22
0.44 -0.39 -0.06
-0.09 0.06 0.05
-0.02 -0.03 0.02
-0.03 0.13 -0.04

- SMILES = [H]/N=C\C.CC(N)=O
- total charge = 0

From a Löwdin analysis of the wavefunction, the atomic charges in e read: number 1, C, carries -0.016; number 2, C, carries -0.590; number 3, N, carries 0.168; number 4, O, carries -0.070; number 5, H, carries 0.113; number 6, H, carries 0.108; number 7, H, carries 0.079; number 8, H, carries 0.083; number 9, H, carries 0.090; number 10, C, carries -0.071; number 11, C, carries -0.325; number 12, N, carries 0.042; number 13, H, carries 0.045; number 14, H, carries 0.112; number 15, H, carries 0.077; number 16, H, carries 0.079; number 17, H, carries 0.075

---

A 2-piece molecular cluster, C4H10N2O overall, computed with ωB97M-V/def2-TZVPD.

Cartesian coordinates (Å):
C -0.96273 0.79485 -1.66689
N 0.10195 1.25329 -0.76344
C -0.32492 1.70555 0.46818
N 0.16941 2.73281 1.02411
H -0.53843 0.50540 -2.62260
H -1.45921 -0.06764 -1.22526
H -1.70219 1.58686 -1.81118
H 0.72350 1.92606 -1.19987
H -1.06703 1.04907 0.92976
H -0.23580 2.85387 1.94737
O -0.78527 -2.09791 0.02704
C 0.40541 -1.93556 -0.05515
C 1.36432 -2.30156 1.03894
H 0.83912 -1.53434 -0.99000
H 2.26121 -1.68598 1.02028
H 1.64961 -3.33759 0.84545
H 0.86708 -2.25873 2.00485

Atomic forces in eV per Å
0.03 0.16 0.44
-0.14 0.10 -0.31
0.27 -0.17 0.09
-0.05 0.01 0.02
0.05 -0.02 -0.06
0.01 -0.06 -0.05
-0.07 -0.07 -0.24
-0.03 -0.03 0.13
-0.14 0.04 -0.06
0.07 0.02 0.02
-0.09 0.07 0.06
-0.03 0.02 -0.03
-0.11 -0.01 -0.14
0.08 -0.02 0.03
0.00 0.02 0.01
0.15 -0.06 0.07
0.01 0.01 0.02

- SMILES = [H]/N=C/NC.CC=O
- total charge = 0

From a Löwdin analysis of the wavefunction, the atomic charges in e read: number 1, C, carries -0.108; number 2, N, carries -0.080; number 3, C, carries -0.358; number 4, N, carries 0.070; number 5, H, carries 0.078; number 6, H, carries 0.059; number 7, H, carries 0.079; number 8, H, carries 0.117; number 9, H, carries 0.125; number 10, H, carries 0.030; number 11, O, carries 0.022; number 12, C, carries -0.337; number 13, C, carries -0.049; number 14, H, carries 0.110; number 15, H, carries 0.076; number 16, H, carries 0.085; number 17, H, carries 0.081

---

A 2-piece molecular cluster, C4H10N2O overall, computed with ωB97M-V/def2-TZVPD.

Cartesian coordinates (Å):
O -1.31379 0.33584 -0.01440
C -1.04942 -0.06479 1.12942
C -0.57870 -1.34353 1.42542
C -0.27815 -1.85085 2.79669
N 1.75217 0.64785 -2.44385
C 0.54336 0.86869 -1.80645
N 0.16763 2.30031 -1.99579
H -1.15635 0.57275 2.02480
H -0.52894 -2.09830 0.63954
H 0.52083 -2.58704 2.69178
H 0.05770 -1.01277 3.39633
H -1.14393 -2.35535 3.19392
H 1.59899 0.31383 -3.39757
H 0.64683 0.72106 -0.72907
H -0.29220 0.23749 -2.12174
H 1.02312 2.82407 -1.79587
H 0.03085 2.49074 -2.99316

Atomic forces in eV per Å
-0.42 0.29 -0.49
0.54 -0.57 0.89
-0.23 -0.84 -0.20
0.60 0.56 -1.24
0.40 0.39 -0.16
-0.62 -0.59 0.26
0.76 0.14 -0.43
-0.03 0.37 -0.21
0.00 0.41 -0.16
0.02 0.00 0.33
-0.13 -0.10 0.56
-0.37 -0.15 0.50
-0.10 -0.22 0.02
0.01 0.17 0.02
-0.03 0.21 -0.15
-0.21 0.16 0.29
-0.19 -0.23 0.18

- total charge = 0

From a Löwdin analysis of the wavefunction, the atomic charges in e read: number 1, O, carries -0.031; number 2, C, carries -0.342; number 3, C, carries -0.072; number 4, C, carries -0.103; number 5, N, carries 0.120; number 6, C, carries -0.474; number 7, N, carries 0.080; number 8, H, carries 0.118; number 9, H, carries 0.107; number 10, H, carries 0.077; number 11, H, carries 0.074; number 12, H, carries 0.078; number 13, H, carries 0.035; number 14, H, carries 0.081; number 15, H, carries 0.106; number 16, H, carries 0.072; number 17, H, carries 0.072

---

One molecule with the formula C4H10N2O, computed with ωB97M-V/def2-TZVPD.

Cartesian coordinates (Å):
C 2.37562 0.96755 -0.39264
N 1.25929 -0.00505 0.19968
C 0.31639 -0.56462 -0.85100
C -0.79326 -1.42753 -0.28326
N -1.81286 -0.65117 0.29265
C -1.91671 0.68615 1.02847
O -0.83384 -2.63264 -0.38921
H 1.53355 1.75809 -0.53355
H 2.91578 0.62757 -1.30225
H 2.89420 0.87497 0.46093
H 1.78803 -0.87455 0.48687
H -0.12307 0.28175 -1.35224
H 0.86971 -1.01785 -1.64913
H -2.63836 -1.33313 0.62695
H -2.93525 1.16909 1.11053
H -1.56123 0.69213 2.05684
H -1.33798 1.44925 0.49036

Atomic forces in eV per Å
-6.32 -1.23 -2.07
1.04 -2.58 -1.35
1.12 1.39 0.58
0.03 1.79 0.53
-3.68 -1.92 2.12
0.40 0.33 -1.11
-0.33 0.27 0.08
2.88 -0.09 -0.02
-0.56 0.23 0.48
2.70 1.43 2.67
-0.72 1.20 -0.05
-0.52 0.60 0.01
0.24 -1.04 -0.28
2.65 1.97 -1.00
0.62 -1.39 -0.67
0.34 -0.58 -0.04
0.09 -0.39 0.09

- SMILES = CNCC(=O)NC
- total charge = 0

From a Löwdin analysis of the wavefunction, the atomic charges in e read: number 1, C, carries -0.065; number 2, N, carries -0.128; number 3, C, carries -0.176; number 4, C, carries -0.504; number 5, N, carries 0.000; number 6, C, carries -0.084; number 7, O, carries 0.060; number 8, H, carries 0.108; number 9, H, carries 0.075; number 10, H, carries 0.014; number 11, H, carries 0.107; number 12, H, carries 0.099; number 13, H, carries 0.105; number 14, H, carries 0.181; number 15, H, carries 0.086; number 16, H, carries 0.064; number 17, H, carries 0.060

---

A 2-piece molecular cluster, C4H10N2O overall, computed with ωB97M-V/def2-TZVPD.

Cartesian coordinates (Å):
C 1.14459 -0.23078 -0.17068
C -2.52705 0.75848 -0.27994
C 1.58109 -0.77174 1.16988
N -1.38962 0.36144 0.53984
C 0.01947 -0.72236 -0.77054
N 2.14476 0.37501 -0.94557
O -0.49100 -1.22087 -1.72448
H -1.65692 0.33432 1.52157
H -0.44468 0.95012 0.38884
H 1.93246 0.40129 -1.93911
H 3.07710 0.00357 -0.78014
H -3.01536 1.67111 0.06605
H -3.26714 -0.04570 -0.30337
H -2.20425 0.91464 -1.31182
H 2.42796 -0.20985 1.57264
H 1.90458 -1.81524 1.07126
H 0.76401 -0.75343 1.89558

Atomic forces in eV per Å
-1.55 -1.40 0.59
0.05 0.13 -0.30
-0.37 0.41 0.10
1.91 1.29 0.11
2.71 -0.59 -1.52
0.92 0.43 -1.00
-0.69 1.01 1.23
0.19 -0.07 -0.15
-3.13 -1.30 0.68
0.20 -0.02 0.23
-0.26 -0.19 -0.24
-0.03 0.06 0.01
0.09 0.03 0.08
0.03 -0.02 0.12
-0.17 0.15 0.01
-0.01 0.09 0.01
0.09 -0.01 0.03

- SMILES = CC(N)=C=O.CN
- total charge = 0

From a Löwdin analysis of the wavefunction, the atomic charges in e read: number 1, C, carries -0.458; number 2, C, carries -0.165; number 3, C, carries -0.066; number 4, N, carries -0.087; number 5, C, carries -0.206; number 6, N, carries 0.052; number 7, O, carries 0.108; number 8, H, carries 0.084; number 9, H, carries 0.135; number 10, H, carries 0.086; number 11, H, carries 0.077; number 12, H, carries 0.068; number 13, H, carries 0.080; number 14, H, carries 0.074; number 15, H, carries 0.072; number 16, H, carries 0.078; number 17, H, carries 0.067

---

One molecule with the formula C4H10N2O, computed with ωB97M-V/def2-TZVPD.

Cartesian coordinates (Å):
C -0.20506 2.08143 0.17950
N -0.33777 0.66718 0.47240
C 0.38986 0.30562 1.69636
C 0.08536 -0.12300 -0.68074
C -0.54903 -1.50633 -0.63471
N -0.38895 -2.27158 -1.80000
O -0.99732 -1.99103 0.37605
H -0.96498 2.43887 -0.51511
H 0.79255 2.36898 -0.18125
H -0.33820 2.64831 1.10467
H 1.12780 1.07744 1.94605
H -0.31274 0.23944 2.52364
H 0.94203 -0.61963 1.56476
H -0.26265 0.41595 -1.56039
H 1.17731 -0.23962 -0.71910
H -0.72132 -3.21280 -1.62549
H 0.56308 -2.27923 -2.14664

Atomic forces in eV per Å
-0.02 0.43 0.61
0.55 -0.16 -0.41
-0.07 0.50 -0.20
-1.08 0.43 0.61
1.38 -0.81 0.17
-0.19 0.10 0.32
-0.69 0.33 -0.19
0.03 -0.18 -0.16
0.09 -0.09 -0.20
-0.16 -0.07 -0.04
0.06 0.01 -0.01
0.09 -0.26 0.12
-0.22 -0.23 0.15
0.18 -0.20 -0.26
0.12 -0.03 -0.23
0.10 0.01 -0.05
-0.19 0.23 -0.24

- SMILES = CN(C)CC(N)=O
- total charge = 0

From a Löwdin analysis of the wavefunction, the atomic charges in e read: number 1, C, carries -0.125; number 2, N, carries -0.262; number 3, C, carries -0.089; number 4, C, carries -0.150; number 5, C, carries -0.501; number 6, N, carries 0.120; number 7, O, carries 0.079; number 8, H, carries 0.082; number 9, H, carries 0.084; number 10, H, carries 0.082; number 11, H, carries 0.077; number 12, H, carries 0.086; number 13, H, carries 0.078; number 14, H, carries 0.122; number 15, H, carries 0.130; number 16, H, carries 0.095; number 17, H, carries 0.092

---

C4H10N2O as an isolated structure, computed with ωB97M-V/def2-TZVPD.

Cartesian coordinates (Å):
C -1.47075 0.06798 0.30006
C 1.30001 0.19263 0.69451
C -1.19027 -1.30184 0.29222
N -1.62503 0.76162 -0.84130
N 1.19212 1.47468 0.03967
C 0.64606 -1.02824 -0.36159
O 0.60136 -0.72041 -1.55461
H -1.52593 0.63364 1.21920
H -1.23520 0.30154 -1.66352
H -1.43717 1.75264 -0.79350
H 1.34056 1.34612 -0.95866
H 1.86258 2.14638 0.39462
H 0.87366 0.23227 1.69896
H 2.33002 -0.18216 0.80196
H 1.07923 -1.97536 -0.01252
H -1.59214 -1.90994 -0.51045
H -1.14908 -1.79158 1.25496

Atomic forces in eV per Å
-0.34 -0.68 -0.93
-0.12 -1.89 -1.32
-0.54 0.72 0.36
0.01 -0.32 0.50
-0.19 0.22 -0.05
1.53 2.34 2.13
-0.17 0.08 -0.62
0.25 0.09 0.03
-0.03 0.00 0.05
-0.01 -0.11 0.05
0.05 -0.04 0.08
0.00 -0.13 -0.09
-0.24 -0.24 -0.12
0.05 0.20 0.00
-0.55 -0.32 -0.01
0.35 0.08 -0.13
-0.03 -0.01 0.08

- total charge = 0

From a Löwdin analysis of the wavefunction, the atomic charges in e read: number 1, C, carries -0.214; number 2, C, carries -0.232; number 3, C, carries -0.071; number 4, N, carries 0.123; number 5, N, carries -0.033; number 6, C, carries -0.389; number 7, O, carries -0.108; number 8, H, carries 0.125; number 9, H, carries 0.101; number 10, H, carries 0.105; number 11, H, carries 0.063; number 12, H, carries 0.066; number 13, H, carries 0.083; number 14, H, carries 0.086; number 15, H, carries 0.116; number 16, H, carries 0.097; number 17, H, carries 0.083

---

One molecule with the formula C4H10N2O, computed with ωB97M-V/def2-TZVPD.

Cartesian coordinates (Å):
C -0.76324 -0.55973 -1.60624
C 0.19856 0.28412 -0.75171
C -0.31799 0.43677 0.67026
C -0.16227 -0.77331 1.56048
N 1.05591 -0.77869 2.23146
O -0.98049 -1.64685 1.72552
N 0.57500 1.57556 -1.36355
H -1.79509 -0.23678 -1.43243
H -0.60538 -0.45298 -2.67028
H -0.63421 -1.63275 -1.39029
H 1.14255 -0.27568 -0.58418
H -1.38308 0.69750 0.75354
H 0.39144 1.15019 1.10798
H 1.23509 -1.50464 2.90290
H 1.82623 -0.26841 1.84929
H -0.00601 1.63547 -2.19775
H 0.22299 2.35019 -0.80501

Atomic forces in eV per Å
0.19 -0.07 0.28
0.50 -1.08 0.11
0.12 0.27 0.51
1.26 -0.48 0.25
-0.83 -0.08 -0.18
-0.38 0.11 0.02
-1.16 -0.13 -0.20
0.06 -0.24 0.15
0.39 0.15 -0.35
-0.33 0.44 0.14
-0.28 0.06 -0.58
0.41 0.46 -0.22
-0.79 0.51 0.13
0.06 -0.19 -0.21
0.20 0.17 0.14
0.39 0.20 -0.18
0.19 -0.10 0.18

- SMILES = C[C@@H](N)CC(N)=O
- total charge = 0

From a Löwdin analysis of the wavefunction, the atomic charges in e read: number 1, C, carries -0.054; number 2, C, carries -0.457; number 3, C, carries -0.116; number 4, C, carries -0.540; number 5, N, carries 0.145; number 6, O, carries 0.062; number 7, N, carries 0.036; number 8, H, carries 0.084; number 9, H, carries 0.064; number 10, H, carries 0.088; number 11, H, carries 0.129; number 12, H, carries 0.135; number 13, H, carries 0.113; number 14, H, carries 0.101; number 15, H, carries 0.088; number 16, H, carries 0.059; number 17, H, carries 0.063

---

C4H10N2O2 as an isolated structure, computed with ωB97M-V/def2-TZVPD.

Cartesian coordinates (Å):
C -2.33244 1.10852 -0.43921
C -3.36719 0.24446 -0.11052
C -0.51276 -1.02650 0.08814
N -0.41962 0.11387 -0.24370
H -2.10130 1.30991 -1.47626
H -2.00124 1.85337 0.27102
H -1.86382 -1.46150 0.34121
H 0.12757 -1.87853 0.26004
H -3.92170 0.40944 0.80791
H -2.68958 -0.98376 0.26956
H -3.92294 -0.23544 -0.91031
C 2.97733 -0.16476 0.26918
N 4.31664 0.07452 0.25009
O 2.28794 0.91549 -0.13992
O 2.48248 -1.22045 0.61580
H 1.32505 0.70118 -0.16756
H 4.67806 0.92882 -0.13527
H 4.93751 -0.68864 0.44980

Atomic forces in eV per Å
0.40 -0.23 0.08
0.37 -0.78 0.13
-1.10 -0.06 0.04
-0.36 0.13 -0.03
0.10 -0.07 0.10
-0.04 -0.01 -0.07
0.68 0.10 -0.12
0.08 0.09 0.08
0.11 -0.09 -0.01
-0.19 0.73 -0.17
-0.07 0.19 0.00
-0.07 0.02 -0.10
-0.02 0.02 0.03
0.11 -0.18 0.07
0.06 0.21 -0.08
0.12 -0.06 0.02
-0.07 -0.08 0.03
-0.09 0.06 -0.01

- total charge = 0

From a Löwdin analysis of the wavefunction, the atomic charges in e read: number 1, C, carries -0.106; number 2, C, carries -0.175; number 3, C, carries -0.140; number 4, N, carries 0.030; number 5, H, carries 0.072; number 6, H, carries 0.072; number 7, H, carries 0.073; number 8, H, carries 0.079; number 9, H, carries 0.072; number 10, H, carries 0.080; number 11, H, carries 0.071; number 12, C, carries -0.667; number 13, N, carries 0.166; number 14, O, carries 0.075; number 15, O, carries 0.039; number 16, H, carries 0.048; number 17, H, carries 0.103; number 18, H, carries 0.107

---

A 2-piece molecular cluster, C4H10N2O2 overall, computed with ωB97M-V/def2-TZVPD.

Cartesian coordinates (Å):
C 1.70277 -0.61478 0.75664
C 3.01219 -0.65983 1.74358
C -1.60622 0.54384 -0.99734
C -2.85583 0.76887 -1.73105
H -0.08527 0.71182 0.32655
H 1.13426 1.49080 1.44472
H 2.62974 -1.17641 2.68030
H 3.37802 0.24910 2.27329
H 3.82301 -1.03230 1.16909
H -0.11549 -0.84457 -0.50019
H -1.59558 -1.41314 -1.53069
H -3.23002 -0.35481 -1.76032
H -2.77899 1.23136 -2.75976
H -3.47371 1.39376 -0.91560
N 1.04552 0.64271 0.67194
N -1.23296 -0.77948 -0.68361
O 1.29075 -1.73508 0.35220
O -1.04217 1.57814 -0.53971

Atomic forces in eV per Å
0.18 0.51 3.11
-2.58 1.10 0.86
1.53 1.60 1.13
-2.40 -1.86 0.90
3.99 0.55 0.84
0.55 -3.45 -2.63
0.76 -0.53 -1.59
-0.56 0.22 -1.21
0.64 -1.09 0.03
-3.25 -0.89 -0.44
1.39 1.50 2.78
-0.39 2.57 -0.52
-0.05 -0.43 1.46
0.94 -1.30 -2.40
-2.09 0.07 1.47
1.44 0.43 -3.20
0.69 3.44 -0.18
-0.78 -2.45 -0.41

- SMILES = CC(N)=O.CC(N)=O
- total charge = 0

From a Löwdin analysis of the wavefunction, the atomic charges in e read: number 1, C, carries -0.491; number 2, C, carries -0.026; number 3, C, carries -0.585; number 4, C, carries -0.035; number 5, H, carries 0.085; number 6, H, carries 0.173; number 7, H, carries 0.090; number 8, H, carries 0.058; number 9, H, carries 0.043; number 10, H, carries 0.106; number 11, H, carries 0.153; number 12, H, carries 0.102; number 13, H, carries 0.104; number 14, H, carries 0.143; number 15, N, carries 0.049; number 16, N, carries 0.101; number 17, O, carries -0.038; number 18, O, carries -0.033

---

Sequential HOMO energy output: -9.2 -9.2 -6.9 -9.5 -6.7 -8.7 -8.1 -9.7 -9.4 -9.5 eV
Sequential energy above the lowest of the compared OMol25 structures with the same formula, charge and spin output: 48.5 43.9 179.4 74.3 94.5 33.4 78.6 19.5 105.5 81.3 kcal per mole